Entry 1:
184
Properties=species:S:1:pos:R:3:lowdin_charge:R:1 method="wB97M-V/def2-TZVPD" total_energy_ev=-89582.9935 charge=0 lumo_ev=0.311 spin_multiplicity=1 homo_lumo_gap_ha=0.31277 de_lowest_kj_mol=893.5
C 1.88 4.84 2.42 -0.174
H -5.06 -1.74 -4.47 0.084
O 2.12 0.12 2.28 -0.212
H 2.59 5.20 1.67 0.145
H 2.77 -2.06 6.53 0.074
N 4.70 -2.80 -0.85 0.040
H 4.99 1.17 -3.65 0.090
H 4.38 -1.17 -11.14 0.122
H 2.62 5.48 4.98 0.127
C -4.63 -5.49 -5.71 -0.113
O 3.07 3.68 5.71 -0.086
H -4.41 -0.29 5.09 0.090
O -2.05 4.43 1.12 -0.299
H 4.90 2.47 -11.35 0.084
H 3.07 -3.76 -2.92 0.059
C -4.10 -1.33 5.23 -0.112
H 4.16 -3.10 -4.10 0.072
C -0.38 6.61 4.64 -0.092
H -6.26 -1.91 -1.05 0.050
O 4.02 -0.61 -3.74 -0.204
H -5.39 -5.95 -5.07 0.089
H 0.48 -4.30 6.93 0.125
H 0.03 4.32 2.44 0.081
C 2.71 -2.05 1.61 -0.223
C 3.90 -1.07 -2.42 -0.225
C -1.00 3.96 0.22 -0.142
O -1.89 2.48 3.78 -0.191
C 2.46 1.48 2.41 -0.115
H -0.98 6.38 5.51 0.092
H 3.42 -2.87 1.65 0.118
H -5.04 -2.02 -2.68 0.053
H -5.53 0.53 -1.50 0.119
H 5.07 4.98 4.96 0.124
H 4.74 -4.36 -3.00 0.074
H -3.77 -6.17 -5.82 0.087
H 0.64 -4.85 5.26 0.115
H -0.09 -3.76 -1.72 0.128
H 1.04 4.01 -0.22 0.127
H 0.12 7.56 4.91 0.094
H 2.19 6.70 3.55 0.124
H 3.26 1.16 -3.18 0.080
H -1.02 6.91 3.80 0.073
H 2.47 4.12 3.79 -0.006
C -2.24 5.83 1.07 -0.082
H -3.17 -0.97 0.54 0.034
O -3.10 -1.76 4.34 -0.229
O 0.56 -2.82 5.40 -0.186
H -4.18 -4.40 -3.23 0.131
H -6.47 -0.58 1.15 0.133
H 2.37 4.18 3.14 -0.019
O 0.56 5.66 4.20 -0.237
H 4.55 5.51 3.36 0.121
O 1.56 -2.36 -6.43 -0.213
C -0.89 -0.55 2.04 -0.049
H 0.43 -3.03 -8.05 0.125
C 1.16 -3.17 -0.02 -0.180
C 4.10 1.76 -11.13 -0.112
H 3.03 -2.47 -7.87 0.083
O -4.36 -4.20 -5.26 -0.202
H -0.23 3.68 4.17 0.094
H -5.03 -5.42 -6.72 0.087
H -8.01 1.39 0.81 0.069
N -8.07 0.51 0.30 0.020
C 4.11 -3.48 -3.07 -0.059
H 1.83 -4.03 0.04 0.124
N -2.59 -1.79 0.73 0.072
H -2.94 1.72 0.78 0.063
H 0.39 -3.40 0.74 0.119
C 0.41 -2.88 -1.32 -0.202
H -0.83 0.16 -1.60 0.072
H -3.21 6.08 0.62 0.096
C -3.48 1.60 -0.17 -0.109
H 0.41 1.48 4.43 0.127
H 1.09 -1.32 -9.60 0.109
H -0.54 -0.14 6.00 0.071
C 3.99 0.80 -3.91 -0.090
C 0.85 -2.11 -7.61 -0.248
O -0.47 -1.80 -1.20 -0.241
C 4.73 -2.33 -2.26 -0.384
H 1.53 2.03 2.26 0.066
H -1.77 -1.67 0.13 0.027
H -3.39 2.99 2.38 0.088
H 4.95 -3.77 -0.77 0.062
C 4.08 -1.26 -9.08 -0.219
H -3.30 -2.25 -5.88 0.070
H -0.52 -0.86 -3.02 0.085
C -5.66 0.69 -0.43 -0.174
C 4.50 4.69 4.07 -0.211
O 4.97 3.42 3.67 -0.048
C -0.81 -2.69 5.14 -0.122
H 2.71 -3.17 4.14 0.037
C 1.65 -1.38 -8.67 -0.186
H -2.45 -2.55 -3.19 0.123
H 2.85 -1.19 -2.16 0.094
H -7.77 -1.28 -1.47 0.078
H 3.81 -2.61 -0.41 0.013
H 1.23 -2.59 -1.99 0.092
H -2.34 6.32 2.04 0.083
H 2.84 -5.10 6.28 0.132
H 2.89 -0.55 -10.75 0.112
H -2.66 -4.55 -4.16 0.121
H 1.99 -2.30 2.41 0.108
H -1.81 0.52 5.12 0.062
C -0.22 -0.65 -1.99 -0.068
H -1.49 6.33 0.46 0.083
N 1.95 -2.02 0.38 -0.077
C 3.93 -0.49 -10.39 -0.246
H 4.78 2.83 4.41 0.085
C 0.93 -4.06 5.96 -0.214
H -1.03 2.89 0.39 0.115
N 0.79 4.06 1.82 -0.023
H 0.00 2.88 6.98 0.091
H -1.79 -2.42 -5.39 0.026
H -3.17 4.11 3.76 0.096
H 4.21 -3.24 6.89 0.076
H -3.18 0.01 3.15 0.114
H 0.00 -1.46 -7.34 0.123
H -1.47 4.20 -0.74 0.130
C -3.18 -1.08 3.10 -0.179
H 4.89 -1.99 -9.23 0.112
H 3.69 1.15 -4.90 0.083
C 3.07 4.56 4.60 -0.265
C -4.48 -1.68 -3.55 -0.039
H 4.38 -0.33 -1.76 0.125
N 2.95 -2.15 -8.83 -0.056
H 2.73 1.64 3.47 0.086
H -8.23 0.82 -0.66 0.070
H 1.38 -1.19 0.46 0.084
H -6.03 1.72 -0.33 0.112
H -3.64 -1.39 6.22 0.083
H -2.01 4.00 2.44 0.004
H -4.17 -0.64 -3.42 0.071
C 0.82 -3.13 -5.46 -0.050
H -1.17 -3.55 4.55 0.098
H 3.93 -0.70 2.78 0.133
H 0.33 -3.99 -5.91 0.094
H -1.24 0.44 2.39 0.066
H -1.60 1.07 6.82 0.090
H -3.82 2.60 -0.44 0.095
H -0.26 -0.54 2.95 0.069
H 3.24 2.22 -10.65 0.086
H -2.63 1.36 -0.83 0.073
H 5.77 -2.02 -2.40 0.140
H 0.78 -0.23 -1.83 0.083
O -4.40 0.61 0.24 -0.196
C -6.77 -0.17 0.18 -0.401
H -1.45 -2.68 6.03 0.097
H 1.62 -3.30 -4.75 0.074
H 3.19 2.01 1.80 0.097
H 2.76 -3.02 7.87 0.076
C 3.27 -0.68 1.92 -0.163
H 3.83 1.43 -12.14 0.085
C 3.14 -3.04 6.85 -0.063
C -2.09 -1.52 2.09 -0.381
H -7.57 -2.23 0.03 0.076
N 2.94 -4.03 4.61 0.030
C -0.14 1.83 5.30 -0.362
H 3.69 -0.25 1.00 0.119
H -0.92 -1.84 4.47 0.052
N 0.68 2.46 6.35 0.039
H 0.80 6.77 2.46 0.126
N -2.67 -1.98 -5.13 0.046
H 2.17 3.48 6.05 0.038
H -5.01 -1.94 5.27 0.087
C -3.27 -2.54 -3.91 -0.420
C -3.61 -4.01 -4.09 -0.208
C -2.67 3.40 3.08 -0.100
H -4.15 -1.36 2.66 0.121
C -0.94 3.00 4.66 -0.198
H -1.54 -2.40 2.46 0.114
C -1.09 0.80 5.90 -0.032
H 4.39 -0.58 -8.28 0.120
H 0.34 5.60 0.26 0.104
H -0.31 -0.52 1.13 0.053
H 1.95 -0.38 -8.31 0.120
H 0.09 -2.42 -5.07 0.061
C 0.40 4.54 0.50 -0.191
C 1.37 6.11 3.13 -0.176
H -1.43 3.61 5.43 0.129
C -7.14 -1.45 -0.59 -0.071
C 2.47 -4.11 6.00 -0.419
O 4.67 0.70 -10.40 -0.174
H 1.06 1.75 6.97 0.099
H 2.53 -4.77 4.06 0.066

***

Entry 2:
181
Properties=species:S:1:pos:R:3:lowdin_charge:R:1 method="wB97M-V/def2-TZVPD" total_energy_ev=-81620.6697 charge=0 lumo_ev=0.645 spin_multiplicity=1 homo_lumo_gap_ha=0.36264 de_lowest_kj_mol=197.9
H -0.58 4.00 -1.06 0.046
C -0.91 0.07 0.34 -0.016
H -3.53 -6.93 1.77 0.085
H -0.65 0.04 -2.34 0.070
H 2.48 -2.18 0.28 0.072
H 0.15 -8.58 0.82 0.098
C 4.25 -2.75 1.24 -0.403
H -1.88 -1.73 -3.56 0.102
O 0.57 6.23 -0.31 -0.048
C 1.25 0.98 -0.61 -0.010
C 4.83 -1.97 -3.77 -0.041
C -0.32 3.73 -4.24 -0.048
C -0.38 -2.76 2.72 -0.059
C -1.95 -3.21 4.72 -0.044
C 4.83 5.71 -0.68 -0.420
O 2.96 -0.56 -3.96 -0.059
H -1.74 0.40 3.06 0.063
H 6.71 5.62 0.19 0.068
C -6.00 -1.24 1.09 -0.082
C 3.72 1.73 3.66 -0.046
H -0.78 2.35 5.94 0.059
H 5.46 0.70 -3.65 0.077
H 3.51 -0.78 0.85 0.064
C 4.63 -6.40 1.54 -0.135
C 4.05 4.47 -0.29 -0.060
H -5.00 3.08 2.48 0.108
H 3.14 4.24 -0.87 0.050
C 2.19 1.67 4.10 -0.530
H -5.12 2.15 -4.43 0.081
H -0.32 -2.25 -6.08 0.077
C 4.06 -0.86 -3.13 -0.513
H 5.51 -3.52 -0.18 0.091
H 0.71 -3.96 0.46 0.040
H -5.74 -1.29 2.15 0.084
H -1.96 -1.51 -5.93 0.104
O -0.75 0.97 -2.02 -0.072
C -6.15 -2.59 0.42 -0.409
H -1.43 -2.44 5.32 0.074
H 2.78 0.11 5.01 0.082
H 2.54 -1.64 2.06 0.079
H 3.35 -4.48 0.44 0.118
H 3.76 4.57 0.76 0.062
C -2.19 2.08 4.25 -0.384
C -1.83 -3.04 3.18 -0.451
H -0.21 4.81 -3.96 0.092
H -5.38 3.17 -3.01 0.055
O -3.28 2.00 2.07 -0.205
C 3.08 -1.74 1.08 -0.062
H -2.46 1.00 -2.68 0.000
H 1.09 5.70 -0.90 0.056
H -7.33 -3.08 2.05 0.058
C -4.17 1.76 -1.10 -0.043
H -1.83 3.23 2.34 0.093
H -2.97 -3.19 5.06 0.064
H -0.08 -3.83 -4.73 0.114
C 2.15 0.93 5.38 -0.062
N -7.01 -3.55 1.19 0.016
H -2.29 -7.59 2.86 0.050
H 0.93 -4.47 -1.23 0.099
O -3.65 -2.44 0.01 -0.215
N -1.34 0.96 3.83 0.055
O 0.97 1.85 -4.86 -0.027
H -3.83 0.91 -0.55 0.040
H -5.09 1.93 1.17 0.051
H -2.09 -5.48 0.35 0.122
H -2.17 3.45 5.87 0.077
H 2.95 -4.24 2.13 0.123
H 1.84 7.20 -3.54 0.062
H -3.22 3.70 3.18 0.124
H 1.63 1.92 -0.95 0.045
O -3.21 0.60 -3.08 -0.087
C -1.04 -3.54 -4.16 -0.053
H 0.66 1.42 -4.09 0.045
C 1.08 3.20 -4.54 -0.493
H 5.30 -1.53 -4.65 0.088
C -4.42 1.33 -2.58 -0.406
H -0.72 -0.97 0.15 0.077
H -0.42 -0.58 -5.59 0.076
H -5.06 1.27 2.88 0.093
H 0.90 -1.60 -3.83 0.078
H -5.12 0.50 -2.64 0.120
H -0.83 -3.91 -3.17 0.057
H 5.44 5.95 1.29 0.070
N 5.03 -2.60 -0.02 0.044
H 1.87 2.70 4.21 0.121
H -2.66 -1.89 -1.68 0.068
H 1.13 5.40 2.07 0.089
C -1.19 4.74 -0.56 -0.029
N 5.84 6.12 0.36 0.036
C 0.45 4.72 1.54 -0.031
H -0.71 -8.82 2.17 0.053
H -0.40 0.29 1.27 0.066
H 2.71 1.39 6.19 0.090
H 1.46 3.67 -5.47 0.150
H -6.95 -0.66 1.02 0.090
H -0.12 4.10 2.24 0.049
C -1.41 2.93 5.30 -0.030
H -4.51 -3.32 1.57 0.093
O -0.12 -5.88 -0.02 -0.174
H 2.11 4.61 -3.18 0.055
H -0.93 6.24 0.94 0.133
C -4.67 2.04 2.19 -0.120
H 3.37 7.12 -0.15 0.134
H 2.88 0.42 -4.04 0.086
H 4.36 2.47 4.26 0.101
H -3.79 3.01 -3.79 0.084
H 4.27 0.78 3.70 0.069
H -4.43 -1.92 -1.98 0.119
H -1.91 -3.84 -4.69 0.074
H 5.57 -6.93 1.68 0.084
H 0.59 1.10 3.18 0.030
H -5.15 -0.70 0.62 0.072
H 5.77 -1.97 0.16 0.055
H 0.35 -3.60 2.85 0.085
O -2.68 -1.97 2.77 -0.071
H -3.23 -8.69 1.76 0.097
H -3.28 2.44 -1.16 0.093
H 5.39 5.39 -1.53 0.118
H -0.82 3.17 -3.48 0.051
H -0.36 -2.56 1.60 0.060
H -0.78 3.60 4.74 0.064
H -2.10 -3.99 2.67 0.109
H 5.57 -2.42 -3.15 0.066
C 4.96 0.30 -2.81 -0.034
C 3.97 6.91 -1.07 -0.205
H 4.68 3.56 -0.50 0.097
H -4.68 -4.27 0.10 0.143
C -2.59 2.83 2.98 -0.195
H 4.40 1.15 -2.41 0.071
O 3.12 6.52 -2.13 -0.232
H 1.72 0.19 -1.11 0.066
O 0.09 -1.59 -3.30 -0.070
C -1.52 -7.48 0.98 -0.461
H 1.13 4.04 1.00 0.074
N -0.38 -8.09 1.57 0.044
H -1.45 -4.15 5.05 0.087
O 1.54 1.05 3.05 -0.067
H 3.74 2.08 2.65 0.042
C 3.76 -4.19 1.41 -0.219
H 4.23 -2.68 -4.28 0.065
C -4.70 -3.20 0.53 -0.236
H -5.06 2.26 -0.67 0.082
H -1.94 0.29 0.42 0.052
H -1.25 0.31 4.60 0.078
H -0.60 1.97 -0.38 0.093
H -2.00 4.11 -0.13 0.070
H 1.69 0.88 0.33 0.043
H 1.16 0.73 5.74 0.056
C 1.95 3.55 -3.35 -0.054
H 3.90 -6.79 2.32 0.109
H 5.63 -0.12 -2.14 0.055
C -2.73 -7.69 1.92 -0.047
H 2.11 8.40 -2.23 0.095
H -3.13 1.70 4.73 0.146
C -1.24 -6.00 0.81 -0.241
C -3.58 -2.42 -1.39 -0.107
C 2.56 7.63 -2.89 -0.071
H 4.57 7.80 -1.29 0.121
H -0.65 -3.88 -0.65 0.077
H -3.47 -3.40 -1.78 0.074
C 0.22 -4.49 -0.36 -0.075
H -1.06 -5.58 1.80 0.107
H -6.43 -2.52 -0.66 0.138
H 0.07 -1.87 3.20 0.073
C -0.28 1.01 -0.65 -0.398
C -1.01 -2.05 -4.12 -0.511
O 4.84 -5.05 1.65 -0.187
C -0.31 5.49 0.47 -0.485
H 4.86 -2.47 2.13 0.144
H 4.25 -6.69 0.55 0.085
C -4.72 2.51 -3.48 -0.052
H 1.62 3.09 -2.44 0.036
H -1.67 -7.82 -0.03 0.128
H -1.59 5.40 -1.33 0.084
C -0.93 -1.54 -5.52 -0.037
H -0.92 3.66 -5.11 0.065
H -2.43 -1.75 1.85 0.057
H -7.92 -3.80 0.64 0.110
H 3.02 3.13 -3.58 0.119
H 3.32 8.19 -3.47 0.094
H 3.58 -1.15 -2.23 0.100

***

no.,HOMO (Eh)
1,-0.3013
2,-0.3389